Density functional theory data (the ωB97M-V functional and the def2-TZVPD basis) for C61H67O2P2S2Sr as an isolated structure in a non-equilibrium geometry.

Output
- orbital gap (eV) = 5.1
- net charge = +1
- E_tot (eV) = -109512.97217
- HOMO level (eV) = -8.339
- relative energy (zero: lowest compared OMol25 entry of this formula, charge and spin) (eV) = 0.315

The geometry in XYZ format:
```
135
Properties=species:S:1:pos:R:3:forces:R:3
Sr 0.393920 0.026837 0.308073 2.110 7.382 -2.992
O 1.730851 -2.919453 -1.315745 -0.113 -0.353 0.085
S 0.522030 -2.379744 -0.681172 2.059 -1.875 0.281
C 0.977000 -2.177322 1.168732 -0.556 -0.999 0.892
C 2.008892 -2.958271 1.635072 0.061 -0.020 -0.217
C 2.350052 -2.911455 2.984886 0.074 -0.052 -0.041
C 1.690394 -2.064704 3.854526 0.046 0.245 0.244
C 0.622755 -1.287461 3.416284 0.251 -0.466 -0.324
C 0.230927 -1.366052 2.087180 -0.454 -2.232 1.230
P -1.613789 -1.053304 1.707103 -0.595 0.010 3.868
C -1.959873 0.586334 2.506182 0.055 -0.884 -0.301
C -3.337877 0.628241 2.746560 -0.142 0.702 -0.321
C -3.911374 1.725850 3.360239 0.001 -0.006 -0.111
C -3.102076 2.799474 3.700091 0.069 0.003 0.041
C -1.743429 2.752521 3.443891 0.581 0.371 0.148
C -1.125978 1.646276 2.865586 -0.989 -0.336 -0.098
C -2.092345 -2.175600 3.123461 0.165 -0.119 -0.148
C -1.519733 -3.448959 3.082225 -0.186 -0.175 -0.071
C -1.701319 -4.350811 4.113850 0.012 -0.008 -0.003
C -2.469165 -4.000951 5.217254 -0.030 0.026 -0.026
C -3.031921 -2.737673 5.272263 0.016 -0.023 0.018
C -2.836286 -1.824260 4.241114 -0.104 -0.007 0.177
C -0.755589 -3.545002 -0.385525 -0.453 0.267 -0.003
C -0.560213 -4.872432 -0.069278 -0.087 -0.100 0.024
C -1.674738 -5.586634 0.350045 0.059 -0.068 -0.017
C -2.882686 -4.928916 0.547910 -0.057 0.069 0.022
C -3.032143 -3.573226 0.265488 -0.124 -0.150 -0.326
C -1.986636 -2.874742 -0.324541 0.857 0.067 0.396
P -1.834450 -1.089249 -0.948894 -2.767 -1.491 -2.269
C -3.598574 -0.591553 -0.851514 0.047 0.182 -0.273
C -3.914243 0.703413 -0.446197 0.010 -0.064 0.272
C -5.230196 1.140636 -0.426372 -0.015 -0.025 0.111
C -6.249537 0.295489 -0.838014 -0.008 0.034 -0.020
C -5.943805 -0.979361 -1.294211 0.020 -0.048 0.010
C -4.626995 -1.415946 -1.308259 -0.085 0.146 0.035
C -1.603349 -1.724122 -2.700526 0.617 0.088 0.085
C -2.128699 -2.924038 -3.188044 -0.274 0.152 -0.137
C -1.642704 -3.505376 -4.348987 -0.047 0.010 -0.011
C -0.585631 -2.923194 -5.034140 0.009 0.024 -0.014
C -0.025782 -1.751053 -4.553702 0.017 -0.022 -0.004
C -0.526539 -1.169593 -3.399000 0.081 -0.039 0.009
H 2.519010 -3.622358 0.945955 0.112 0.101 -0.024
H 3.132537 -3.558661 3.357535 0.054 0.041 -0.022
H 1.973746 -2.042836 4.898419 0.031 0.046 -0.003
H 0.002959 -0.734727 4.110556 0.155 0.106 0.053
H -3.971380 -0.187045 2.411903 0.008 0.030 0.020
H -4.975434 1.751428 3.555028 -0.006 0.001 -0.013
H -3.526536 3.679305 4.164449 -0.001 -0.003 0.008
H -1.127507 3.601346 3.716549 0.000 0.007 -0.011
H -0.058642 1.651696 2.681574 0.099 -0.064 0.121
H -0.900575 -3.746276 2.245014 -0.021 0.026 0.023
H -1.224667 -5.321451 4.059948 -0.042 -0.021 0.001
H -2.620561 -4.702694 6.026263 0.018 0.001 0.011
H -3.617889 -2.438252 6.131177 0.000 -0.015 0.010
H -3.255634 -0.836402 4.363230 0.040 -0.123 -0.013
H 0.425439 -5.318267 -0.119162 -0.017 -0.020 -0.084
H -1.589089 -6.639315 0.583316 0.004 -0.004 -0.008
H -3.721445 -5.476214 0.958313 -0.003 0.010 0.010
H -3.964358 -3.075977 0.498489 -0.055 -0.045 -0.105
H -3.122535 1.383054 -0.154914 -0.011 -0.015 0.031
H -5.457392 2.143922 -0.087454 -0.001 0.005 -0.003
H -7.277590 0.632652 -0.816782 -0.003 0.001 -0.010
H -6.731174 -1.637797 -1.637361 0.002 0.011 -0.025
H -4.407800 -2.398225 -1.695452 -0.025 -0.063 0.013
H -2.927590 -3.429666 -2.662507 0.025 -0.050 0.031
H -2.073455 -4.433996 -4.700440 -0.013 0.008 -0.010
H -0.187319 -3.395775 -5.922504 -0.008 0.007 -0.012
H 0.813762 -1.293658 -5.060879 0.005 -0.008 0.008
H -0.042011 -0.278476 -3.017450 -0.054 0.021 -0.028
C 4.265415 2.193817 1.379879 0.081 0.345 0.063
C 3.560515 2.080194 0.202295 -0.138 -0.202 0.206
C 2.133141 2.397095 0.490960 0.183 0.321 -0.076
C 2.142072 2.645636 1.929856 -0.199 0.065 -0.078
C 3.401480 2.530623 2.463489 -0.025 -0.528 -0.026
C 3.780668 2.417231 3.923732 -0.015 0.104 -0.036
C 4.871765 3.431576 4.277625 -0.008 0.008 0.049
C 2.560845 2.636863 4.818062 0.029 0.073 -0.021
C 4.310216 0.994513 4.176631 0.031 0.035 0.023
C 1.416592 3.560956 -0.272463 -0.435 -0.551 -0.126
C 0.022754 3.808111 0.351077 0.336 -0.119 -0.066
C 1.139293 3.246289 -1.746159 0.249 0.046 0.168
C 2.261276 4.832988 -0.189153 -0.100 0.090 0.042
C 4.116561 1.080534 -0.830305 -0.032 0.056 -0.028
C 3.195836 0.856006 -2.024755 0.342 -0.033 0.142
C 4.053968 -0.249414 -0.044823 0.148 0.210 -0.278
C 5.534881 1.376156 -1.305098 -0.020 0.116 0.024
H 5.323322 1.983975 1.488566 -0.036 -0.239 0.042
H 1.299323 3.051720 2.474266 0.061 0.062 0.009
H 4.486155 4.450576 4.216381 0.003 0.005 -0.020
H 5.712852 3.349975 3.587507 0.009 -0.007 0.005
H 5.247036 3.266826 5.290914 -0.007 0.005 0.009
H 2.153550 3.642316 4.692461 -0.011 0.005 -0.013
H 2.831233 2.511215 5.868459 -0.005 0.007 0.010
H 1.771717 1.917240 4.578982 0.002 -0.018 0.030
H 5.298414 0.858278 3.734281 -0.015 -0.017 -0.042
H 3.638096 0.256891 3.729397 -0.020 -0.016 0.039
H 4.391616 0.794320 5.248704 0.034 0.007 0.009
H -0.495031 2.844050 0.466317 -0.153 0.167 -0.025
H -0.583539 4.445252 -0.294954 -0.032 0.015 -0.006
H 0.078374 4.281498 1.330604 -0.011 -0.029 0.013
H 0.610445 2.291369 -1.829960 -0.015 0.079 -0.150
H 2.065449 3.191660 -2.316453 -0.065 0.013 -0.008
H 0.514907 4.027549 -2.186163 -0.003 0.015 -0.047
H 2.437648 5.108378 0.851766 0.000 -0.001 0.010
H 1.765608 5.670512 -0.690382 -0.006 0.007 0.008
H 3.234477 4.674998 -0.653665 -0.014 -0.002 -0.044
H 2.201892 0.759377 -1.585973 -0.367 -0.041 -0.449
H 3.471376 -0.066459 -2.538652 -0.087 -0.038 -0.012
H 3.201528 1.662759 -2.753976 -0.053 0.037 0.079
H 3.059486 -0.172300 0.403247 -0.101 -0.706 0.300
H 4.772086 -0.275898 0.772657 -0.017 0.017 0.025
H 4.169341 -1.138382 -0.670111 -0.124 -0.022 -0.004
H 5.578179 2.342375 -1.810676 0.002 0.002 -0.015
H 5.872297 0.608895 -2.006456 0.007 -0.020 0.019
H 6.238732 1.403542 -0.473581 0.002 0.013 0.010
C 0.522993 0.344476 -8.363753 -0.002 -0.002 -0.002
C -0.114878 0.800526 -7.082615 0.014 -0.006 0.011
C -1.444836 0.503483 -6.799709 -0.019 0.045 -0.018
C -2.048598 0.948832 -5.634990 -0.003 -0.023 0.012
C -1.313985 1.698214 -4.727692 -0.001 -0.023 -0.016
C 0.021086 1.993670 -4.985821 -0.031 -0.041 0.003
C 0.611355 1.544865 -6.154408 -0.007 0.003 -0.001
S -1.924350 2.259470 -3.147282 -0.051 -0.067 -0.083
C -3.688105 2.146418 -3.434424 -0.012 0.044 0.001
O -1.627062 1.167075 -2.143239 0.223 0.448 0.173
H -0.051186 -0.454249 -8.830547 0.004 -0.005 0.002
H 1.539156 -0.011113 -8.193527 0.003 -0.003 -0.001
H 0.581790 1.171233 -9.074149 0.003 0.000 -0.002
H -2.018963 -0.089054 -7.501456 -0.004 0.010 -0.009
H -3.082796 0.695174 -5.447595 0.018 -0.016 -0.002
H 0.598348 2.556582 -4.263623 0.015 0.075 -0.004
H 1.650198 1.780147 -6.352425 0.005 -0.002 0.001
H -3.973303 1.098684 -3.524370 -0.006 0.005 -0.001
H -3.950503 2.715081 -4.324783 0.011 0.009 -0.004
H -4.172822 2.578157 -2.562356 0.011 0.006 -0.017
```
Forces are in eV/Å.